No. 1
Density functional theory data (ωB97M-V with the def2-TZVPD basis set) for a single C16H24O5 molecule.

XYZ file:
```
45
Properties=species:S:1:pos:R:3:nbo_charge:R:1
C -2.43214 -3.34679 -0.54389 -0.265
O -2.80288 -2.49808 0.52492 -0.544
C -2.44407 -1.14831 0.37776 0.375
C -3.06826 -0.49717 -0.85951 -0.476
C -3.20958 1.03721 -0.79157 0.132
O -4.00705 1.45810 0.28017 -0.729
C -1.84711 1.75078 -0.81505 -0.571
C -1.05097 1.62357 0.45543 0.653
O -1.55379 1.49781 1.55222 -0.616
C 0.45400 1.87162 0.32791 -0.014
C 0.71326 3.30765 0.80089 -0.609
O 0.94912 1.75286 -0.98842 -0.539
C 1.31445 0.43994 -1.36844 -0.110
C 2.55311 -0.07172 -0.67242 0.030
C 2.71608 -1.43200 -0.44284 -0.255
C 3.85389 -1.90406 0.18743 -0.193
C 4.83684 -1.02035 0.60069 -0.220
C 4.68208 0.33617 0.37170 -0.200
C 3.54827 0.80705 -0.26607 -0.244
O -1.04543 -0.99451 0.31422 -0.575
C -0.39889 -1.35764 1.52050 -0.272
H -3.09380 -3.21832 -1.40597 0.170
H -2.52669 -4.36310 -0.16603 0.196
H -1.39826 -3.16447 -0.85050 0.176
H -2.83286 -0.68321 1.29694 0.177
H -4.07058 -0.91642 -0.96429 0.230
H -2.47559 -0.75914 -1.73704 0.211
H -3.76061 1.33675 -1.69462 0.182
H -3.45429 1.44935 1.07836 0.490
H -2.02296 2.82558 -0.93623 0.250
H -1.25373 1.42020 -1.66529 0.243
H 0.97339 1.17672 1.00272 0.203
H 0.27928 4.00731 0.09130 0.213
H 0.27063 3.46057 1.78093 0.227
H 1.78312 3.48780 0.85701 0.219
H 1.50533 0.50792 -2.44589 0.202
H 0.48354 -0.25652 -1.19971 0.200
H 1.94919 -2.12226 -0.76522 0.212
H 3.97174 -2.96375 0.36059 0.213
H 5.72165 -1.38907 1.09795 0.214
H 5.44802 1.02920 0.68764 0.214
H 3.42311 1.86292 -0.45561 0.221
H 0.67128 -1.34137 1.32222 0.196
H -0.70346 -2.35861 1.83526 0.191
H -0.64837 -0.64021 2.30983 0.193
```

Calculated values
- HOMO energy: -9.4 eV
- Relative energy (zero: lowest compared OMol25 entry of this formula, charge and spin): 0.5 kcal per mole
- Gap between HOMO and LUMO: 10.1 eV
- SMILES string: COC(C[C@@H](O)CC(=O)[C@H](C)OCc1ccccc1)OC

No. 2
Density functional theory data (ωB97M-V with the def2-TZVPD basis set) for a molecular structure, C16H25AlO9.

XYZ file:
```
51
Properties=species:S:1:pos:R:3:nbo_charge:R:1
Al -1.13938 1.20303 -1.83877 1.593
O -2.85225 -0.84511 -1.84710 -0.724
H -3.27079 -1.61205 -2.27946 0.470
O 0.39643 -0.99529 -0.78863 -0.606
C 0.41050 -2.21240 -0.73826 0.826
O 1.45241 -2.87684 -1.19436 -0.449
C 1.18415 -4.31336 -1.12801 -0.078
C -0.31808 -4.45106 -0.93223 -0.438
C -0.67227 -3.11999 -0.26507 -0.537
H 1.80759 -4.69891 -0.32028 0.208
H 1.59379 -4.77975 -2.02187 0.223
H -0.49285 -5.32154 -0.30147 0.249
H -0.86676 -4.62095 -1.85597 0.231
H -0.74271 -3.19984 0.82060 0.259
H -1.64174 -2.77953 -0.62702 0.245
O -1.69442 0.38436 0.82179 -0.513
C -2.29909 -0.45477 1.46053 0.821
O -1.81332 -0.92008 2.59687 -0.432
C -2.77433 -1.81317 3.18513 -0.087
C -4.11961 -1.33850 2.64099 -0.438
C -3.71755 -0.93795 1.22785 -0.502
H -2.80537 -1.68068 4.26558 0.230
H -2.57377 -2.86695 2.99523 0.200
H -4.62367 -0.57698 3.22818 0.247
H -4.77953 -2.20905 2.61942 0.248
H -4.31618 -0.12075 0.83447 0.265
H -3.61728 -1.76224 0.51220 0.248
O -1.36682 3.08597 0.34491 -0.636
C -1.06518 3.90588 1.18633 0.842
O -1.36055 3.74571 2.46925 -0.455
C -0.60194 4.68200 3.28783 -0.077
C 0.49506 5.21696 2.34637 -0.434
C -0.20953 5.14681 1.01213 -0.526
H -0.07016 4.21290 4.10798 0.225
H -1.26646 5.50399 3.53542 0.208
H 1.45176 4.70285 2.37591 0.229
H 0.67257 6.26425 2.59414 0.246
H 0.45840 4.97826 0.16734 0.242
H -0.82668 6.00665 0.74728 0.264
O 1.50360 0.95318 -2.88428 -0.663
C 2.63840 0.54714 -3.04739 0.844
O 3.45007 1.13008 -3.90240 -0.444
C 4.79552 0.59979 -3.85008 -0.073
C 4.82420 -0.10699 -2.49203 -0.437
C 3.37650 -0.52530 -2.27364 -0.523
H 5.53713 1.39298 -3.83302 0.222
H 4.94104 -0.04380 -4.71401 0.207
H 5.24114 0.49956 -1.69178 0.230
H 5.46040 -0.99108 -2.55971 0.240
H 3.06069 -0.51337 -1.23570 0.255
H 3.14694 -1.47405 -2.76121 0.253
```

Calculated values
- HOMO energy: -16.0 eV
- Relative energy (zero: lowest compared OMol25 entry of this formula, charge and spin): 0.0 kcal per mole
- Gap between HOMO and LUMO: 4.0 eV
- Net charge: +2

No. 3
Density functional theory data (ωB97M-V with the def2-TZVPD basis set) for a molecular structure, C16H25AuN5O5.

XYZ file:
```
52
Properties=species:S:1:pos:R:3:nbo_charge:R:1
O -4.31782 -0.37443 -2.74539 -0.729
H -4.66382 -0.32421 -3.65472 0.479
Au -0.24844 -0.08000 -0.19136 0.911
N 1.79009 0.52984 -0.54030 -0.231
N -0.40496 1.48319 -1.43654 -0.234
O 3.04683 0.10945 -0.04954 -0.531
O -1.64132 1.94344 -1.93144 -0.502
C 1.93022 1.53848 -1.38488 0.249
C 0.69182 2.08953 -1.84755 0.224
C 3.27470 2.07372 -1.80933 -0.687
C 0.57625 3.25567 -2.77798 -0.678
H 4.05160 1.33579 -1.66598 0.273
H 3.52996 2.99153 -1.25086 0.269
H 3.22574 2.37504 -2.87915 0.250
H -0.40660 3.69255 -2.66339 0.270
H 0.72581 2.91581 -3.81593 0.262
H 1.37767 3.98200 -2.53975 0.248
H 2.91363 -0.56639 0.63573 0.511
H -2.27621 1.27158 -1.61560 0.506
O 0.08429 2.33242 1.76077 -0.905
H 0.82539 1.83024 1.39263 0.456
H -0.64091 1.99451 1.18084 0.458
C -3.20833 -1.24870 -2.71975 -0.253
H -3.13406 -1.51864 -1.66730 0.175
H -2.31030 -0.65760 -2.92199 0.143
H -3.26505 -2.15368 -3.36138 0.191
O 0.85037 -2.40799 -1.32703 -0.914
H 1.31458 -1.55993 -1.47612 0.462
H 0.70571 -2.35877 -0.36261 0.466
C 3.72488 -0.57468 4.55184 -0.196
C 3.65941 -1.66948 3.66734 -0.192
C 2.60855 -1.71697 2.74692 -0.265
C 1.56904 -0.76478 2.88334 0.079
C 1.69609 0.38876 3.67618 -0.231
C 2.77622 0.46627 4.56257 -0.174
N 0.39057 -1.05005 2.22101 -0.258
N -0.69601 -0.49806 2.79921 -0.232
C -1.82259 -0.93633 2.13453 0.351
C -2.96886 -1.38239 2.79974 -0.234
C -3.70237 -2.33770 2.08922 -0.142
C -3.26707 -2.83102 0.84479 -0.255
C -2.23761 -2.16411 0.20468 0.027
N -1.70060 -1.09070 0.78512 -0.592
H 4.55917 -0.51957 5.25489 0.229
H 4.38964 -2.48359 3.70862 0.236
H 2.39386 -2.54659 2.07892 0.227
H 0.88632 1.09025 3.58520 0.255
H 2.81522 1.32262 5.23378 0.234
H -3.09698 -0.91721 3.81055 0.269
H -4.57054 -2.76015 2.58416 0.242
H -3.70747 -3.68689 0.34792 0.247
H -1.68470 -2.48306 -0.67574 0.236
```

Calculated values
- HOMO energy (alpha / beta): -10.0 / -11.5 eV
- Relative energy (zero: lowest compared OMol25 entry of this formula, charge and spin): 0.0 kcal per mole
- Gap between HOMO and LUMO (alpha / beta): 5.3 / 5.7 eV
- Net charge: +1
- Multiplicity: 3

No. 4
Density functional theory data (ωB97M-V with the def2-TZVPD basis set) for a molecular structure, C16H25BN4O4S.

XYZ file:
```
51
Properties=species:S:1:pos:R:3:nbo_charge:R:1
C -3.68459 3.33900 2.99085 -0.440
C -2.44700 3.83553 3.21364 -0.134
C -1.74982 3.78522 4.58032 -0.485
C -1.79665 2.34828 5.06628 0.019
C -2.80002 2.06419 6.05678 -0.185
C -2.95821 0.80461 6.53894 -0.201
C -2.11683 -0.22487 6.05472 0.063
N -2.15654 -1.51110 6.42245 -0.592
S -0.99694 -2.24252 5.58942 0.951
N -0.37916 -1.00960 4.75211 -0.665
C -1.10169 0.06288 5.10034 0.158
C -0.93710 1.39719 4.59027 -0.027
C 0.17679 1.60633 3.57795 -0.811
B -0.31294 1.30158 2.09296 1.150
O -0.54326 2.33754 1.22776 -0.884
O -0.48340 -0.00808 1.67781 -0.922
H -3.84523 2.62488 2.18613 0.198
H -4.54621 3.58424 3.60739 0.197
H -1.90690 4.26482 2.37693 0.213
H -2.32589 4.43547 5.24439 0.227
H -0.72698 4.12505 4.44288 0.228
H -3.43410 2.86602 6.40601 0.219
H -3.71380 0.58795 7.28209 0.229
H 0.65011 2.58204 3.68304 0.241
H 0.93688 0.86339 3.83296 0.257
H -1.22492 2.03845 0.61120 0.493
H -1.01253 -0.47591 2.33599 0.507
C 1.93844 -1.80386 -2.76532 0.531
O 2.83488 -2.02233 -3.56337 -0.648
N 1.87403 -0.73457 -1.95793 -0.422
C 0.77702 -0.52969 -1.02723 -0.397
C 2.94108 0.25028 -2.01988 -0.417
H 1.08405 -2.49116 -2.64365 0.108
H 0.27208 0.40922 -1.26391 0.192
H 1.16132 -0.48142 -0.01132 0.212
H 0.06043 -1.34479 -1.09557 0.212
H 3.00538 0.66324 -3.02703 0.214
H 3.89463 -0.22283 -1.78361 0.215
H 2.74495 1.04999 -1.31024 0.206
C 1.30176 -1.87688 -7.85137 0.526
O 0.82553 -1.67149 -8.95306 -0.635
N 1.84608 -3.03910 -7.45221 -0.428
C 2.39736 -3.21427 -6.11685 -0.402
C 1.87942 -4.14668 -8.39026 -0.416
H 1.32439 -1.09932 -7.06858 0.103
H 3.45467 -3.47515 -6.19024 0.194
H 1.86449 -4.01919 -5.60572 0.187
H 2.29990 -2.30728 -5.54289 0.241
H 2.44356 -3.86286 -9.27976 0.212
H 0.86478 -4.40262 -8.69885 0.210
H 2.34670 -5.00978 -7.92281 0.201
```

Calculated values
- HOMO energy: -8.7 eV
- Gap between HOMO and LUMO: 7.9 eV

| no. | maximum force (eV Å⁻¹) | E_tot (eV) |
| --- | --- | --- |
| 1 | 0.6 | -27218.072 |
| 2 | 2.9 | -42001.439 |
| 3 | 4.0 | -38363.334 |
| 4 | 1.7 | -42660.217 |